ORCA calculation (ωB97M-V with the def2-TZVPD basis set) on a cluster of 3 separate species, C25H53N6O9 in total.

Each line ends with the Löwdin charge.
Atoms and positions in Å:
1 C -3.0526 2.6933 -5.9875  -0.079
2 C -2.7104 2.1954 -4.5737  -0.144
3 C -3.8630 1.3545 -4.0683  -0.450
4 O -5.0018 1.6201 -4.3691  0.146
5 O -3.6151 0.2356 -3.2832  -0.036
6 C -3.4254 0.5409 -1.9103  -0.166
7 C -2.0067 0.1862 -1.4479  -0.049
8 C -1.9987 -0.1463 -0.0040  -0.234
9 N -3.0324 -0.5531 0.6921  0.230
10 C -2.5857 -0.7764 1.9339  -0.330
11 N -3.2897 -1.2204 2.9607  0.237
12 N -1.2896 -0.4750 1.9685  -0.035
13 O -0.5627 -0.5708 3.1225  0.125
14 N -0.8820 -0.0875 0.7322  0.049
15 C 0.4749 0.2877 0.3648  -0.069
16 C 1.5287 -0.7415 0.8587  -0.134
17 C 2.3994 -0.1671 1.9935  -0.160
18 C 2.7796 -1.2252 3.0246  -0.154
19 O 3.8785 -0.7368 3.8177  -0.066
20 C 3.4530 0.1696 4.7568  -0.509
21 C 3.2433 -0.3397 6.1796  0.039
22 O 3.2746 1.3399 4.4982  0.115
23 H -3.7471 3.5211 -5.9126  0.080
24 H -2.1500 3.0659 -6.4640  0.077
25 H -3.4686 1.9017 -6.5957  0.084
26 H -2.5179 3.0354 -3.9107  0.122
27 H -1.7917 1.6168 -4.6615  0.114
28 H -4.1974 0.0562 -1.3218  0.119
29 H -3.5530 1.6156 -1.7699  0.139
30 H -1.3819 1.0532 -1.6396  0.125
31 H -1.5914 -0.6447 -2.0150  0.150
32 H -4.2516 -1.4612 2.8040  0.137
33 H -2.8947 -1.3211 3.8757  0.124
34 H -0.3805 0.3393 3.4097  0.155
35 H 0.7013 1.2866 0.7285  0.138
36 H 0.5661 0.3355 -0.7108  0.126
37 H 2.1138 -1.1205 0.0311  0.122
38 H 0.9787 -1.5785 1.2899  0.109
39 H 3.3278 0.1927 1.5591  0.133
40 H 1.8720 0.6233 2.5155  0.093
41 H 1.9655 -1.4917 3.7025  0.124
42 H 3.1462 -2.1327 2.5577  0.138
43 H 2.1777 -0.2838 6.3733  0.087
44 H 3.7876 0.3403 6.8200  0.093
45 H 3.6252 -1.3519 6.2488  0.088
46 C -6.8918 -5.9467 -4.4006  -0.110
47 O -7.0361 -5.2192 -3.1933  -0.194
48 C -5.8625 -4.5281 -2.7928  -0.225
49 C -6.0702 -3.0292 -2.8718  -0.220
50 N -6.1638 -2.5832 -4.2541  -0.041
51 C -6.5886 -1.1897 -4.4017  -0.195
52 C -7.9998 -0.8285 -3.9507  -0.221
53 O -9.0279 -1.4122 -4.7291  -0.173
54 C -9.4329 -2.7086 -4.3285  -0.099
55 H -7.8025 -6.5237 -4.5485  0.090
56 H -6.7592 -5.2795 -5.2584  0.081
57 H -6.0461 -6.6381 -4.3440  0.088
58 H -4.9934 -4.8362 -3.3811  0.121
59 H -5.6726 -4.8001 -1.7490  0.118
60 H -5.2256 -2.5231 -2.3902  0.112
61 H -6.9813 -2.7921 -2.3047  0.107
62 H -6.8236 -3.1741 -4.7425  0.070
63 H -6.5092 -0.9468 -5.4641  0.126
64 H -5.8784 -0.5526 -3.8819  0.079
65 H -8.1088 0.2515 -4.0815  0.123
66 H -8.1641 -1.0243 -2.8835  0.110
67 H -9.3342 -2.8551 -3.2498  0.088
68 H -8.8689 -3.4809 -4.8592  0.072
69 H -10.4820 -2.8274 -4.5996  0.089
70 C 9.9328 4.7749 2.2011  -0.115
71 O 10.1931 3.5235 2.8095  -0.196
72 C 9.9242 3.4957 4.2067  -0.216
73 C 8.7564 2.5796 4.5065  -0.214
74 N 7.5054 3.1463 4.0152  -0.047
75 C 6.3728 2.2248 4.0619  -0.201
76 C 6.4264 0.9857 3.1712  -0.215
77 O 6.3695 1.2715 1.7805  -0.183
78 C 7.6169 1.5543 1.1664  -0.096
79 H 10.2795 4.7193 1.1707  0.088
80 H 8.8618 5.0053 2.1965  0.079
81 H 10.4741 5.5788 2.7078  0.089
82 H 9.7494 4.4997 4.6023  0.123
83 H 10.8160 3.0949 4.6967  0.122
84 H 8.6831 2.4328 5.5879  0.123
85 H 8.9716 1.6078 4.0420  0.107
86 H 7.6376 3.4421 3.0572  0.069
87 H 5.4873 2.7970 3.7787  0.113
88 H 6.2236 1.9081 5.1000  0.118
89 H 5.5336 0.3831 3.3731  0.086
90 H 7.2849 0.3434 3.4021  0.117
91 H 8.4390 1.0144 1.6408  0.091
92 H 7.8267 2.6269 1.1745  0.073
93 H 7.5531 1.2421 0.1234  0.086

Force components x, y, z for each atom (eV/Å):
C 0.3 0.5 0.5
C 0.2 -0.7 -0.8
C -1.5 0.6 -0.4
O 1.2 -0.4 0.4
O 0.5 0.2 -0.1
C 0.0 0.4 -0.2
C -0.5 0.2 -0.1
C 0.8 0.1 -0.4
N -0.9 -0.4 0.3
C -0.1 0.2 -0.7
N -0.1 0.0 0.1
N -0.1 -0.4 2.0
O 0.4 0.2 -0.7
N 0.1 0.3 -0.9
C 1.2 -0.4 0.2
C -0.7 0.4 1.1
C 0.0 -0.9 -0.4
C 0.5 0.3 -0.1
O -0.6 -0.3 0.5
C -0.2 1.4 0.7
C 0.5 -0.2 -1.3
O 0.1 -1.2 -0.3
H -0.3 0.0 -0.2
H 0.1 0.0 -0.1
H -0.1 -0.1 -0.1
H -0.1 0.1 0.2
H 0.0 -0.2 0.4
H 0.0 -0.3 0.0
H -0.1 0.1 0.2
H 0.3 0.0 0.0
H -0.1 -0.2 -0.1
H -0.1 0.0 0.0
H 0.1 -0.1 0.1
H 0.0 0.1 0.1
H -0.1 0.1 0.2
H -0.6 0.0 -0.3
H 0.1 0.0 -0.1
H 0.0 -0.3 -0.3
H 0.1 0.5 0.2
H 0.2 0.4 -0.1
H -0.2 -0.1 -0.2
H 0.0 -0.1 -0.1
H -0.1 -0.1 0.3
H -0.1 0.1 0.3
H -0.1 -0.1 0.3
C -0.1 0.0 0.1
O 0.1 -0.1 -0.2
C -0.1 0.1 0.4
C -0.2 -0.1 -0.3
N 0.0 0.1 0.2
C -0.1 -0.3 -0.2
C 0.0 0.3 -0.1
O 0.0 -0.1 0.2
C -0.1 0.1 -0.2
H 0.0 0.0 0.0
H 0.1 -0.1 0.0
H 0.0 0.0 -0.1
H 0.0 0.0 -0.1
H 0.0 0.0 0.0
H 0.0 0.0 0.0
H 0.1 0.0 0.2
H 0.0 0.0 0.0
H 0.0 0.1 0.0
H 0.0 0.0 0.1
H 0.0 0.0 0.0
H 0.0 -0.2 0.0
H 0.1 0.0 0.0
H 0.0 -0.1 0.1
H 0.0 0.0 0.0
C 0.1 -0.1 0.0
O -0.1 0.2 0.0
C 0.2 -0.3 0.1
C -0.1 0.1 -0.2
N 0.1 -0.2 0.1
C 0.0 0.2 -0.2
C -0.3 -0.2 0.2
O 0.2 -0.1 0.0
C -0.2 0.1 -0.2
H 0.0 -0.1 0.0
H 0.0 0.1 0.0
H -0.1 0.0 0.0
H -0.1 0.0 -0.1
H 0.0 0.0 0.0
H 0.0 0.0 0.0
H 0.1 0.0 0.1
H 0.0 0.1 0.0
H -0.1 -0.1 0.0
H 0.0 0.0 0.0
H 0.4 0.3 -0.1
H 0.1 0.1 -0.1
H 0.0 0.0 0.1
H 0.2 0.0 0.0
H 0.0 0.0 0.0

Properties
- F_max (eV Å⁻¹) = 2.0
- HOMO level (eV) = -9.98
- charge = +1
- calculated total energy (Eh) = -1989.647154